An isolated molecule of C2O3. Source: OMol25; level of theory: ωB97M-V/def2-TZVPD.

The LUMO energy comes out at -0.51 eV. For the relative energy (zero: lowest compared OMol25 entry of this formula, charge and spin), the calculation gives 221.19 kJ/mol. As for the SMILES: O=c1oc1=O. Its total charge is 0. The HOMO energy is -11.43 eV.

Positions of all 5 atoms, in Å:
1 O 1.824 0.452 0.000
2 C 0.706 0.100 0.000
3 O 0.000 -1.103 0.000
4 C -0.706 0.100 0.000
5 O -1.825 0.452 0.000

Which charges does Löwdin predict for the atoms? In e, they are: 0.2096 -0.3255 0.2318 -0.3251 0.2093

=====

A 2-piece molecular cluster, C2O3S overall. Source: OMol25; level of theory: ωB97M-V/def2-TZVPD.

The LUMO energy comes out at 0.36 eV. For the relative energy (zero: lowest compared OMol25 entry of this formula, charge and spin), the calculation gives 39.12 kJ/mol. As for the SMILES: O=C=O.O=C=S. Its total charge is 0. The HOMO energy is -11.04 eV.

Positions of all 6 atoms, in Å:
1 O 2.157 0.048 0.538
2 C 1.274 0.707 0.330
3 O 0.462 1.476 0.157
4 O -1.339 -0.412 -1.600
5 C -1.228 -0.680 -0.434
6 S -1.324 -1.140 1.008

These are the Löwdin partial charges, in e, on atoms 1 to 5: 0.2468 -0.5310 0.2074 0.0781 -0.8791

=====

C30H19Br4N2O4S3Se2Te3Y as an isolated structure. Source: OMol25; level of theory: ωB97M-V/def2-TZVPD.

The LUMO energy comes out at 3.64 eV. For the relative energy (zero: lowest compared OMol25 entry of this formula, charge and spin), the calculation gives 115.48 kJ/mol. Its total charge is -2. The HOMO energy is -1.67 eV.

Positions of all 68 atoms, in Å:
1 Y 0.743 0.589 0.686
2 Br -6.130 0.624 2.764
3 C -4.235 0.638 2.791
4 C -3.545 0.991 3.934
5 Br -4.475 1.445 5.522
6 C -2.141 1.033 3.924
7 Br -1.128 1.378 5.486
8 C -1.415 0.731 2.781
9 O -0.118 0.838 2.679
10 C -2.131 0.354 1.595
11 O -1.412 0.112 0.530
12 C -3.521 0.291 1.628
13 Br -4.386 -0.165 0.006
14 Se 2.500 2.491 -0.878
15 Te 4.401 1.505 -2.196
16 Te 2.671 4.603 2.637
17 Se 2.974 2.387 1.478
18 S -0.310 3.475 0.260
19 C -1.407 3.814 1.495
20 N -0.933 4.160 2.733
21 C -1.703 4.481 3.777
22 C -3.066 4.482 3.670
23 C -3.616 4.122 2.436
24 C -2.810 3.798 1.374
25 H 0.099 4.184 2.823
26 H -1.166 4.716 4.688
27 H -3.689 4.710 4.522
28 H -4.693 4.079 2.328
29 H -3.214 3.500 0.417
30 O 0.025 -3.059 3.338
31 S 0.140 -3.094 1.907
32 O -1.050 -3.361 1.147
33 N 0.971 -1.797 1.324
34 C 2.203 -2.123 0.932
35 S 3.275 -0.977 0.367
36 C 2.465 -3.570 0.986
37 C 3.603 -4.251 0.565
38 C 3.603 -5.633 0.666
39 C 2.497 -6.320 1.175
40 C 1.366 -5.637 1.599
41 C 1.388 -4.260 1.489
42 H 4.444 -3.702 0.163
43 H 4.473 -6.190 0.340
44 H 2.517 -7.401 1.238
45 H 0.504 -6.162 1.988
46 Te -1.159 0.963 -2.341
47 C -0.099 1.568 -4.067
48 C 0.685 2.714 -4.025
49 C 1.430 3.096 -5.135
50 C 1.395 2.335 -6.293
51 C 0.609 1.187 -6.342
52 C -0.135 0.808 -5.236
53 C -0.088 -0.868 -2.221
54 C -0.717 -2.030 -1.777
55 C -0.021 -3.228 -1.759
56 C 1.307 -3.275 -2.175
57 C 1.944 -2.113 -2.581
58 C 1.255 -0.907 -2.599
59 H 0.748 3.295 -3.111
60 H 2.066 3.970 -5.074
61 H 1.994 2.621 -7.149
62 H 0.585 0.581 -7.240
63 H -0.735 -0.095 -5.272
64 H -1.740 -1.992 -1.425
65 H -0.513 -4.119 -1.391
66 H 1.848 -4.215 -2.147
67 H 2.993 -2.113 -2.853
68 H 1.783 -0.010 -2.901

These are the Löwdin partial charges, in e, on atoms 1 to 5: 1.0173 0.6500 -0.7732 -0.7710 0.6563

=====

C30H19ClFN3O5Tc as an isolated structure. Source: OMol25; level of theory: ωB97M-V/def2-TZVPD.

The LUMO energy (alpha / beta) comes out at -1.70 / -1.94 eV. For the relative energy (zero: lowest compared OMol25 entry of this formula, charge and spin), the calculation gives 262.19 kJ/mol. Its spin multiplicity is 4. Its total charge is 0. The HOMO energy (alpha / beta) is -7.42 / -7.59 eV.

Positions of all 60 atoms, in Å:
1 Tc 0.159 -1.122 -0.456
2 Cl 2.120 5.969 -0.527
3 C 1.570 4.320 -0.257
4 C 0.580 4.067 0.703
5 C -0.029 2.848 0.817
6 C 0.315 1.867 -0.147
7 O -0.561 0.783 -0.158
8 C 1.389 1.997 -1.051
9 C 1.845 0.962 -1.895
10 N 1.713 -0.366 -1.545
11 C 2.557 -1.414 -2.095
12 C 3.617 -1.132 -2.917
13 C 4.353 -2.195 -3.523
14 C 4.049 -3.520 -3.227
15 C 2.949 -3.769 -2.331
16 C 2.584 -5.037 -1.926
17 C 1.614 -5.243 -0.936
18 C 0.846 -4.150 -0.513
19 N 1.146 -2.928 -0.920
20 C 2.182 -2.727 -1.811
21 C 1.981 3.305 -1.105
22 H 0.287 4.849 1.412
23 H -0.784 2.619 1.618
24 H 2.393 1.156 -2.769
25 H 3.964 -0.097 -3.100
26 H 5.129 -1.900 -4.199
27 H 4.684 -4.287 -3.631
28 H 3.221 -5.820 -2.291
29 H 1.357 -6.145 -0.516
30 H 0.000 -4.279 0.089
31 H 2.851 3.475 -1.775
32 O -2.291 -0.302 5.639
33 C -1.354 -1.167 5.631
34 O -0.792 -1.725 6.566
35 C -0.937 -1.381 4.155
36 C 0.403 -1.064 3.807
37 C 0.762 -1.044 2.457
38 N -0.118 -1.432 1.560
39 C -1.366 -1.791 1.879
40 C -1.779 -1.785 3.198
41 C -2.205 -2.273 0.740
42 O -3.341 -2.690 0.839
43 O -1.545 -2.144 -0.441
44 H 1.094 -0.872 4.639
45 H 1.735 -0.890 2.021
46 H -2.758 -2.110 3.499
47 F -5.264 5.215 0.663
48 C -4.420 4.232 0.264
49 C -4.470 2.942 0.785
50 C -3.530 1.955 0.367
51 C -2.563 2.251 -0.616
52 C -1.635 1.155 -1.077
53 C -2.607 3.542 -1.184
54 C -3.552 4.503 -0.747
55 H -5.175 2.674 1.560
56 H -3.646 1.036 0.926
57 H -1.234 1.572 -2.032
58 H -2.200 0.207 -1.191
59 H -1.815 3.806 -1.827
60 H -3.483 5.495 -1.100

These are the Löwdin partial charges, in e, on atoms 1 to 5: 1.5608 0.6546 -0.6365 -0.1030 0.0089

=====

C30H19N9S2W as an isolated structure. Source: OMol25; level of theory: ωB97M-V/def2-TZVPD.

The LUMO energy (alpha / beta) comes out at -7.25 / -7.76 eV. For the relative energy (zero: lowest compared OMol25 entry of this formula, charge and spin), the calculation gives 86.56 kJ/mol. Its spin multiplicity is 3. Its total charge is +2. The HOMO energy (alpha / beta) is -12.85 / -13.15 eV.

Positions of all 61 atoms, in Å:
1 W 0.293 -0.662 0.183
2 N 0.220 -1.161 -4.361
3 C 0.637 -1.135 -3.103
4 N -0.143 -0.966 -2.056
5 C -1.520 -0.883 -2.305
6 N -2.324 -0.679 -1.309
7 N -1.732 -0.568 -0.117
8 C -2.497 -0.181 0.883
9 C -1.946 -0.288 2.188
10 C -2.731 -0.193 3.346
11 C -2.201 -0.595 4.554
12 C -0.893 -1.075 4.570
13 C -0.158 -1.079 3.399
14 N -0.636 -0.660 2.224
15 C -2.037 -0.929 -3.648
16 C -3.405 -0.840 -3.930
17 C -3.826 -0.813 -5.240
18 C -2.902 -0.848 -6.285
19 C -1.548 -0.966 -6.030
20 C -1.116 -1.027 -4.709
21 H 0.892 -1.306 -5.109
22 H 1.707 -1.255 -2.947
23 H -3.542 0.050 0.716
24 H -3.752 0.141 3.256
25 H -2.793 -0.581 5.455
26 H -0.450 -1.444 5.480
27 H 0.854 -1.460 3.415
28 H -4.104 -0.799 -3.112
29 H -4.880 -0.755 -5.458
30 H -3.247 -0.784 -7.304
31 H -0.837 -1.003 -6.841
32 C -0.844 3.483 -1.096
33 C -0.669 2.105 -1.058
34 N 0.104 1.479 -0.160
35 C 0.769 2.271 0.730
36 C 0.640 3.679 0.769
37 C -0.203 4.286 -0.174
38 C 1.368 4.414 1.751
39 C 2.211 3.794 2.612
40 C 2.397 2.382 2.565
41 C 3.308 1.700 3.383
42 C 3.444 0.335 3.236
43 C 2.644 -0.340 2.321
44 N 1.745 0.266 1.543
45 C 1.645 1.620 1.638
46 H -1.490 3.912 -1.845
47 H -1.175 1.500 -1.801
48 H -0.335 5.357 -0.174
49 H 1.229 5.482 1.784
50 H 2.769 4.357 3.345
51 H 3.905 2.245 4.097
52 H 4.165 -0.217 3.816
53 H 2.774 -1.411 2.194
54 S 2.547 -1.297 -0.687
55 C 2.733 -2.807 0.169
56 C 4.070 -3.244 0.292
57 N 5.173 -3.526 0.409
58 C 1.689 -3.534 0.682
59 S 0.020 -3.083 0.519
60 C 1.915 -4.749 1.369
61 N 2.070 -5.712 1.968

These are the Löwdin partial charges, in e, on atoms 1 to 5: 1.2957 0.1619 -0.1257 -0.0183 -0.2792

=====

C30H20AlBrIN7 as an isolated structure. Source: OMol25; level of theory: ωB97M-V/def2-TZVPD.

The LUMO energy comes out at -7.26 eV. For the relative energy (zero: lowest compared OMol25 entry of this formula, charge and spin), the calculation gives 0.80 kJ/mol. Its total charge is +2. The HOMO energy is -12.72 eV.

Positions of all 60 atoms, in Å:
1 Al -0.068 -1.371 -1.221
2 C 3.195 -1.679 1.327
3 C 4.123 -0.796 0.711
4 C 3.630 0.199 -0.137
5 C 2.297 0.174 -0.638
6 N 1.494 -0.857 -0.211
7 C 1.910 -1.709 0.779
8 N 1.827 1.245 -1.385
9 C 0.590 1.343 -1.842
10 N -0.423 0.401 -1.838
11 C -1.572 1.069 -1.438
12 N -2.584 0.568 -0.816
13 C -2.727 -0.735 -0.378
14 C -3.914 -1.098 0.293
15 C -4.104 -2.372 0.805
16 C -3.052 -3.321 0.844
17 C -1.878 -2.888 0.213
18 N -1.725 -1.708 -0.447
19 C -1.406 2.509 -1.749
20 C -2.226 3.606 -1.706
21 C -1.680 4.896 -1.779
22 C -0.337 5.051 -1.976
23 C 0.550 3.977 -2.052
24 C -0.026 2.679 -1.935
25 H 3.472 -2.404 2.100
26 H 5.218 -0.873 0.908
27 H 4.234 1.017 -0.523
28 H 1.166 -2.389 1.216
29 H -4.680 -0.344 0.365
30 H -5.066 -2.576 1.267
31 H -3.037 -4.252 1.322
32 H -0.950 -3.497 0.290
33 H -3.314 3.453 -1.702
34 H -2.333 5.713 -1.698
35 H 0.001 6.098 -1.996
36 H 1.594 4.058 -2.288
37 N 0.196 -5.417 -7.246
38 C 0.280 -4.926 -6.194
39 C 0.343 -4.091 -4.978
40 C -0.545 -3.025 -4.885
41 C -0.557 -2.263 -3.767
42 N 0.315 -2.535 -2.717
43 C 1.280 -3.501 -2.826
44 C 1.276 -4.365 -3.920
45 H -1.196 -2.869 -5.731
46 H -1.288 -1.480 -3.658
47 H 2.034 -3.584 -2.074
48 H 1.960 -5.184 -3.901
49 Br 0.820 -0.641 6.224
50 C 0.733 1.216 5.836
51 C 1.285 1.962 6.867
52 C 1.301 3.340 6.790
53 C 0.683 4.039 5.755
54 C 0.030 3.297 4.766
55 C 0.031 1.894 4.778
56 I -0.893 0.782 3.289
57 H 1.793 1.443 7.703
58 H 1.842 3.863 7.587
59 H 0.727 5.107 5.616
60 H -0.647 3.749 4.000

These are the Löwdin partial charges, in e, on atoms 1 to 5: 0.4099 -0.0112 0.0040 0.0385 -0.2491

=====

C30H20BrF4IrN4O7S as an isolated structure. Source: OMol25; level of theory: ωB97M-V/def2-TZVPD.

The LUMO energy (alpha / beta) comes out at -4.05 / -5.72 eV. For the relative energy (zero: lowest compared OMol25 entry of this formula, charge and spin), the calculation gives 0.00 kJ/mol. Its spin multiplicity is 2. Its total charge is +1. The HOMO energy (alpha / beta) is -11.17 / -11.19 eV.

Positions of all 68 atoms, in Å:
1 Ir 0.785 0.062 0.468
2 Br -0.906 7.243 3.257
3 C 0.594 6.992 2.152
4 C 1.843 7.408 2.591
5 C 2.942 7.230 1.769
6 C 2.789 6.585 0.548
7 C 1.529 6.208 0.091
8 C 0.426 6.416 0.896
9 N 3.987 6.391 -0.203
10 N 4.109 5.433 -0.947
11 C 3.397 4.250 -1.012
12 C 2.949 3.815 -2.269
13 C 2.214 2.661 -2.413
14 C 1.921 1.863 -1.291
15 O 1.232 0.776 -1.375
16 C 2.488 2.250 -0.021
17 N 2.254 1.392 1.002
18 C 2.820 1.597 2.177
19 C 3.655 2.699 2.397
20 C 3.873 3.603 1.389
21 C 3.262 3.395 0.134
22 H 1.948 7.880 3.558
23 H 3.925 7.568 2.070
24 H 1.398 5.786 -0.898
25 H -0.562 6.143 0.554
26 H 3.162 4.446 -3.122
27 H 1.830 2.344 -3.372
28 H 2.602 0.873 2.949
29 H 4.118 2.819 3.366
30 H 4.522 4.451 1.548
31 C -1.082 -6.470 -2.810
32 C -1.546 -6.234 -1.379
33 C -2.978 -6.672 -1.113
34 C -3.957 -5.836 -1.922
35 C -3.716 -4.369 -1.689
36 C -4.716 -3.447 -1.878
37 C -4.488 -2.092 -1.638
38 F -5.500 -1.240 -1.839
39 C -3.287 -1.622 -1.197
40 C -2.246 -2.543 -1.000
41 C -0.960 -2.086 -0.523
42 O -0.845 -0.837 -0.277
43 C 0.057 -3.027 -0.354
44 C -0.231 -4.352 -0.622
45 N -1.406 -4.793 -1.041
46 C -2.456 -3.907 -1.248
47 C 1.473 -2.758 0.078
48 O 2.204 -3.695 0.290
49 O 1.917 -1.521 0.198
50 H -1.210 -7.519 -3.073
51 H -0.027 -6.218 -2.920
52 H -1.649 -5.864 -3.517
53 H -0.883 -6.758 -0.690
54 H -3.192 -6.566 -0.047
55 H -3.072 -7.729 -1.361
56 H -4.984 -6.081 -1.651
57 H -3.857 -6.059 -2.988
58 H -5.699 -3.763 -2.206
59 H -3.133 -0.573 -0.994
60 H 0.554 -5.084 -0.483
61 F -1.521 -1.629 3.962
62 C -1.959 -0.676 3.147
63 F -2.991 -0.053 3.700
64 F -2.346 -1.229 1.999
65 S -0.589 0.533 2.866
66 O -0.902 1.304 1.643
67 O -0.448 1.237 4.089
68 O 0.565 -0.355 2.494

These are the Löwdin partial charges, in e, on atoms 1 to 5: 1.4907 0.8088 -0.6791 -0.0997 -0.0071

=====

C30H20Cl2HfN10O2S as an isolated structure. Source: OMol25; level of theory: ωB97M-V/def2-TZVPD.

The LUMO energy comes out at -6.37 eV. For the relative energy (zero: lowest compared OMol25 entry of this formula, charge and spin), the calculation gives 28.82 kJ/mol. Its total charge is +2. The HOMO energy is -12.93 eV.

Positions of all 66 atoms, in Å:
1 Hf -3.346 -19.467 -4.537
2 C -2.896 -24.571 -6.944
3 N -3.006 -23.176 -6.614
4 C -2.951 -22.577 -5.469
5 N -2.878 -21.238 -5.684
6 C -2.904 -21.118 -7.049
7 N -3.011 -22.252 -7.643
8 C -4.160 -25.255 -7.340
9 C -4.146 -26.614 -7.623
10 C -5.354 -27.294 -7.931
11 C -6.516 -26.572 -8.121
12 C -6.493 -25.200 -7.884
13 C -5.339 -24.530 -7.441
14 C -7.739 -24.463 -8.191
15 N -8.749 -24.921 -8.796
16 N -9.626 -23.849 -8.900
17 C -9.063 -22.856 -8.368
18 O -7.819 -23.172 -7.829
19 C -9.513 -21.472 -8.254
20 C -10.548 -20.990 -9.061
21 C -11.030 -19.686 -8.899
22 C -10.396 -18.915 -7.897
23 C -9.320 -19.365 -7.135
24 C -8.746 -18.453 -6.165
25 N -7.507 -18.984 -5.557
26 C -6.264 -18.708 -5.818
27 N -5.488 -19.401 -4.938
28 C -6.416 -20.083 -4.184
29 N -7.645 -19.860 -4.563
30 C -8.929 -20.687 -7.266
31 H -2.497 -25.002 -6.055
32 H -2.099 -24.625 -7.695
33 H -2.967 -23.082 -4.509
34 H -2.899 -20.131 -7.502
35 H -3.209 -27.142 -7.642
36 H -5.279 -28.338 -8.106
37 H -7.429 -27.031 -8.495
38 H -5.306 -23.473 -7.370
39 H -10.879 -21.652 -9.837
40 H -11.894 -19.330 -9.468
41 H -10.727 -17.900 -7.789
42 H -9.316 -18.329 -5.261
43 H -8.589 -17.421 -6.506
44 H -5.908 -17.962 -6.514
45 H -6.110 -20.696 -3.330
46 H -8.056 -21.133 -6.800
47 Cl -1.746 -16.610 -8.190
48 C -1.072 -16.498 -6.644
49 C 0.050 -15.649 -6.331
50 C 0.424 -15.629 -4.997
51 Cl 1.897 -14.792 -4.558
52 C -0.178 -16.420 -3.986
53 C 0.021 -16.346 -2.611
54 C -0.763 -17.038 -1.722
55 C -1.742 -17.895 -2.220
56 N -1.993 -17.991 -3.527
57 C -1.247 -17.236 -4.393
58 C -1.617 -17.355 -5.754
59 O -2.601 -18.268 -5.959
60 H 0.574 -15.142 -7.133
61 H 0.788 -15.674 -2.224
62 H -0.607 -16.908 -0.657
63 H -2.311 -18.529 -1.562
64 S -2.180 -21.368 -0.397
65 C -2.674 -20.833 -1.718
66 N -3.091 -20.450 -2.781

These are the Löwdin partial charges, in e, on atoms 1 to 5: 1.7137 -0.0678 -0.0880 -0.0647 -0.0801

=====

Number 1: total energy -8214.5512 eV. Number 2: total energy -19052.3863 eV. Number 3: total energy -508888.0394 eV. Number 4: total energy -63562.3969 eV. Number 5: total energy -68313.3340 eV. Number 6: total energy -126593.5883 eV. Number 7: total energy -146308.2902 eV. Number 8: total energy -87606.7272 eV.